C68H178Cl8F9K3N24O14P8 as an isolated structure, computed with ωB97M-V/def2-TZVPD.

Structure (XYZ):
```
312
Properties=species:S:1:pos:R:3:forces:R:3:lowdin_charge:R:1
K 8.484338 9.026186 13.118343 0.2 0.5 0.2 0.7660
K 13.938922 9.131734 13.158670 -0.3 0.0 0.1 0.7439
K 11.259932 7.790564 16.689543 0.3 0.7 -0.2 0.8496
C 11.530949 9.569408 10.676211 -0.7 -1.4 2.6 -0.3831
O 12.658477 8.667868 10.538612 -0.3 0.5 1.2 -0.2017
O 11.141542 9.575134 12.046495 1.6 1.4 -3.1 -0.3222
C 11.957982 10.959056 9.895141 0.7 -0.7 1.5 -0.5317
F 13.061818 11.502877 10.472470 0.9 -0.7 0.0 0.0981
F 12.198599 10.927692 8.557376 0.3 -0.9 0.5 0.0909
F 11.099507 11.921867 10.019198 -2.6 1.3 0.4 0.1506
C 12.895621 8.123982 9.248211 0.5 0.3 1.2 -0.2521
C 13.694362 6.876201 9.502231 0.8 -0.7 -0.3 -0.0695
H 13.263215 6.252687 10.285453 0.0 0.2 0.1 0.0399
H 13.828407 6.208762 8.650958 -0.3 0.1 -0.4 0.0573
H 14.725399 7.123530 9.754991 0.0 0.1 0.4 0.0702
H 13.519770 8.925202 8.852499 -0.3 -0.5 -1.6 0.1186
H 11.939340 7.880422 8.785278 0.0 0.4 -0.6 0.1156
H 10.720658 9.028290 10.187625 -0.3 0.6 -1.2 0.1272
C 9.344002 10.727270 16.857466 2.3 -1.3 -2.2 -0.4297
O 10.693919 10.748384 17.356504 0.8 0.4 1.0 -0.1858
O 9.383008 9.814330 15.825942 -1.8 0.5 1.8 -0.3135
C 8.378720 10.634484 18.176152 -1.8 -0.6 0.3 -0.4472
F 7.091336 10.295513 17.834393 0.8 0.1 -0.8 0.0811
F 8.621841 9.759073 19.205505 1.1 0.2 -1.1 0.0910
F 8.205907 11.824184 18.806071 0.9 0.1 -0.6 0.1011
C 11.684986 11.593887 16.719170 -0.2 -0.3 2.1 -0.2333
C 12.574702 11.948465 17.936523 0.3 0.2 -1.5 -0.0482
H 12.988751 11.035375 18.364217 -0.2 0.1 0.3 0.0789
H 13.414487 12.551617 17.591483 0.3 0.1 0.0 0.0424
H 12.005791 12.567646 18.630112 0.0 -0.4 0.2 0.0827
H 11.332943 12.536063 16.299089 -0.9 0.0 0.0 0.1009
H 12.220260 11.113239 15.900294 0.0 -0.5 0.2 0.1033
H 9.294793 11.756630 16.502347 -1.4 0.5 -0.1 0.1256
C 15.114816 7.460704 16.000985 -2.1 1.9 1.3 -0.4512
O 15.804171 7.165349 14.803118 0.0 -0.2 -1.4 -0.1094
O 13.919280 8.113269 15.739232 0.9 -1.7 0.1 -0.3717
C 14.896136 6.154956 16.974302 0.8 1.7 -0.5 -0.5613
F 16.022794 5.612251 17.478741 0.7 0.6 0.2 0.1186
F 14.095879 6.410611 18.046497 0.2 0.5 -0.3 0.0997
F 14.342375 5.177047 16.331299 -1.5 -1.7 -1.5 0.1581
C 17.205719 7.434132 14.664001 0.2 0.0 1.6 -0.2429
C 17.733407 7.561347 13.272823 -1.3 -1.6 -2.0 -0.0918
H 17.245867 8.366256 12.722804 0.6 0.9 0.4 0.0610
H 18.815183 7.494426 13.157090 -0.1 0.7 0.5 0.0540
H 17.397866 6.774412 12.597366 -0.2 -0.9 0.3 0.0663
H 17.665500 6.654725 15.271646 0.7 0.0 -0.3 0.1178
H 17.515471 8.407469 15.044508 -0.5 0.2 1.0 0.1153
H 15.693480 8.166532 16.596840 0.9 -0.2 0.3 0.1371
Cl 14.858404 11.981632 5.238305 0.5 0.1 0.5 0.5820
C 14.081837 12.480491 3.738779 -0.4 0.6 -0.6 -0.6673
C 13.262018 13.773899 3.997909 0.5 -0.5 -0.8 -0.6285
Cl 12.379613 14.236850 2.463859 0.0 -0.4 0.8 0.5022
H 13.566820 11.573736 3.421500 -0.7 0.5 0.0 0.0483
H 14.808725 12.676370 2.950509 0.3 0.1 0.3 0.0700
H 13.916691 14.634749 4.133682 0.1 -0.4 0.3 0.0389
H 12.628617 13.671179 4.879016 -0.4 0.0 -0.4 0.0518
Cl 10.898134 16.183703 8.868728 0.1 -0.6 0.4 0.5408
C 12.185377 14.986344 8.456566 -0.9 -0.4 -0.7 -0.6327
C 13.344532 15.750880 7.925010 1.0 -0.2 -0.1 -0.6762
Cl 13.042995 16.580638 6.371138 -0.2 0.2 0.2 0.5565
H 11.733303 14.309919 7.731176 0.1 0.2 -0.2 0.0639
H 12.478293 14.315646 9.264319 -0.1 0.6 0.5 0.0632
H 14.188936 15.107666 7.677316 -0.1 -0.2 0.3 0.0681
H 13.657564 16.448437 8.701883 0.1 0.3 -0.4 0.0707
Cl 11.214756 2.426241 12.668669 0.6 -0.1 -0.2 0.5767
C 12.916275 2.054712 13.163853 -0.3 -0.5 0.8 -0.6104
C 13.859882 3.201476 13.028612 0.0 1.6 -0.3 -0.6247
Cl 14.196921 3.600557 11.309396 0.1 -0.2 0.0 0.5679
H 13.243263 1.153387 12.645393 -0.1 0.2 -0.1 0.0764
H 12.798054 1.817865 14.221227 0.2 -0.1 0.0 0.0707
H 14.808867 3.162338 13.563388 0.0 -0.9 -0.2 0.0662
H 13.464042 4.136758 13.424424 -0.5 -0.2 0.0 0.0635
Cl 20.104450 9.987324 12.588585 -0.8 0.2 -0.8 0.5254
C 19.552943 9.727055 10.852826 1.7 -0.2 -0.2 -0.5698
C 18.184268 10.232881 10.482723 -0.8 1.4 1.5 -0.6925
Cl 17.439144 9.816435 8.973574 0.2 -0.8 -1.4 0.6500
H 19.883564 8.709245 10.645817 -0.9 -0.1 -0.1 0.0443
H 20.249106 10.350533 10.291806 0.1 -0.1 0.0 0.0638
H 18.313482 11.310636 10.383561 -0.2 0.0 0.4 0.0476
H 17.351906 10.067914 11.166873 0.7 0.0 0.6 0.0367
O 7.162087 11.490049 12.756980 0.5 0.1 0.8 -0.3548
P 7.247109 12.946964 12.483501 0.0 1.2 -0.7 0.5593
N 8.694863 13.745468 12.810982 -1.8 -0.8 0.3 -0.3136
C 8.902073 15.237572 12.695348 -0.4 -2.9 -0.2 -0.0612
C 9.847421 12.971166 13.312044 -0.2 0.8 -2.7 -0.0781
N 6.212284 13.930140 13.391079 0.7 0.4 0.0 -0.2993
C 6.499353 14.137620 14.851628 -0.9 -0.7 -1.0 -0.0747
C 5.027557 14.641722 12.964463 -0.4 0.5 0.6 -0.1345
N 6.907554 13.083265 10.829530 0.2 -0.1 1.4 -0.2940
C 7.562716 14.029788 9.910788 -1.0 -0.6 0.4 -0.0992
C 5.915334 12.200464 10.191316 0.2 1.1 -1.1 -0.0969
H 9.835259 15.197604 12.133512 0.4 1.2 0.5 0.0712
H 8.846827 15.591530 13.724792 0.7 0.7 -0.3 0.0704
H 8.159123 15.712994 12.054941 -0.1 -0.1 0.2 0.0680
H 10.394028 13.558146 14.050126 -0.3 -0.6 0.5 0.0636
H 10.441168 12.927391 12.398994 1.1 -0.2 0.3 0.0653
H 9.600249 11.917612 13.442557 -0.1 0.3 1.0 0.0692
H 7.197065 14.949768 15.055883 0.3 -0.2 -0.1 0.0667
H 5.549448 14.411511 15.310717 0.0 0.1 0.0 0.0753
H 6.756816 13.190543 15.325811 0.5 0.1 -0.1 0.0806
H 4.163218 14.099948 13.348519 -0.5 0.0 -0.7 0.0818
H 4.955152 15.614757 13.450323 0.4 0.1 0.6 0.0717
H 4.952487 15.009897 11.941276 0.2 -1.1 -0.4 0.0746
H 7.335341 13.750370 8.882045 0.3 -0.5 0.0 0.0627
H 7.078858 15.005743 9.949308 0.4 0.5 0.4 0.0743
H 8.638079 14.016235 10.088342 -0.1 0.4 -0.1 0.0647
H 6.417264 11.626039 9.412731 0.1 -0.2 -0.1 0.0590
H 5.281271 12.926002 9.681753 -0.6 -0.4 -0.3 0.0750
H 5.274724 11.494858 10.720326 0.5 0.5 0.9 0.0862
O 16.188214 11.708146 13.020752 -0.1 0.5 1.4 -0.3116
P 15.961102 12.991320 13.761477 -0.6 2.6 -1.1 0.6401
N 14.387019 13.709786 13.503756 2.1 1.1 -1.4 -0.2635
C 13.181910 13.156568 14.043390 0.4 -0.5 1.1 -0.1413
C 14.186284 14.540228 12.234686 -0.6 0.4 1.8 -0.0725
N 16.999485 14.192674 13.089575 0.9 0.5 1.0 -0.2993
C 17.748135 13.914043 11.852566 -1.3 0.0 0.1 -0.1077
C 17.012781 15.621462 13.542555 -0.4 -0.8 -0.7 -0.0868
N 16.201152 13.108955 15.433057 -1.3 -0.1 -0.1 -0.2872
C 16.848667 12.082929 16.174463 1.4 -1.3 -0.1 -0.1364
C 15.691125 14.164873 16.337449 -0.1 0.5 -1.1 -0.0868
H 12.814921 12.341769 13.419282 -0.7 0.2 0.0 0.0902
H 12.463194 13.915187 14.353296 -0.3 0.3 -1.0 0.0803
H 13.360566 12.770966 15.047132 0.6 -0.6 -0.1 0.0509
H 13.915919 14.046005 11.301546 0.6 -0.6 0.1 0.0643
H 14.926491 15.335100 12.143143 0.5 -0.8 -0.4 0.0420
H 13.333622 15.194624 12.415905 -0.6 -0.3 0.4 0.0766
H 16.967415 13.966321 11.093731 0.4 -0.7 -0.8 0.0739
H 18.466381 14.678013 11.554969 0.1 0.2 0.7 0.0793
H 18.259773 12.955677 11.941202 -0.2 0.0 -0.3 0.0545
H 17.771872 16.265832 13.099082 0.7 -0.8 -0.2 0.0781
H 16.137750 16.100604 13.103397 -0.5 0.3 1.0 0.0525
H 17.135953 15.722554 14.620842 -0.4 0.0 -0.2 0.0562
H 17.813108 12.366328 16.595929 0.1 0.7 0.1 0.0835
H 16.265859 11.725736 17.023501 -0.3 -0.2 -0.2 0.0845
H 17.156263 11.272824 15.513247 -0.5 -0.3 0.0 0.0687
H 15.755785 13.923827 17.398495 0.3 -0.5 -0.2 0.0855
H 14.638254 14.386164 16.162565 0.0 0.1 -0.3 0.0690
H 16.289350 15.056799 16.151172 -0.3 0.2 0.4 0.0543
O 4.630556 11.589297 4.266707 1.8 1.6 0.2 -0.3183
P 5.983811 12.266688 4.201082 -0.3 -1.1 1.5 0.5947
N 6.944431 11.788867 5.560528 -1.7 -0.5 -1.5 -0.3031
C 6.534058 10.619479 6.333646 0.8 -0.3 -0.6 -0.1119
C 8.144700 12.484154 5.944524 -0.5 -0.2 0.1 -0.1208
N 6.035912 13.955309 4.300983 0.2 0.5 -0.3 -0.3012
C 4.782553 14.726083 4.692657 0.4 -2.4 -0.7 -0.0692
C 7.199503 14.833727 4.041125 -0.7 0.6 0.1 -0.1297
N 6.830390 11.842729 2.805764 -1.1 1.9 0.3 -0.2939
C 7.442714 10.554608 2.592895 2.2 0.6 -1.0 -0.1123
C 6.603503 12.674755 1.603430 -1.0 0.0 -0.2 -0.1194
H 5.460068 10.462339 6.233934 0.1 0.1 0.5 0.0744
H 6.949720 10.678386 7.339561 -0.7 0.4 0.3 0.0586
H 7.036485 9.720662 5.976146 0.0 -0.4 -0.4 0.0590
H 8.776121 12.646222 5.070943 0.3 0.2 0.1 0.0749
H 8.659279 11.870513 6.683942 0.3 0.0 -0.1 0.0771
H 7.857128 13.413630 6.435938 0.4 0.4 -0.1 0.0614
H 4.145757 14.666219 3.810041 -0.3 0.6 0.1 0.0743
H 4.306316 14.109925 5.455322 -0.2 0.3 0.1 0.0690
H 4.910794 15.747083 5.052089 0.6 -0.2 -0.2 0.0798
H 8.003331 14.551296 3.361281 -0.4 -0.8 -0.2 0.0747
H 6.767514 15.742017 3.621006 0.2 0.2 -0.2 0.0738
H 7.706837 15.159159 4.949312 -0.1 -0.2 0.3 0.0655
H 7.172503 10.074511 1.652365 -1.0 -0.3 0.3 0.0851
H 8.466503 10.832083 2.341966 0.7 -0.2 -0.1 0.0710
H 7.626139 9.861495 3.413903 -1.1 0.3 0.3 0.0610
H 5.986649 13.558876 1.764479 0.5 0.3 1.1 0.0696
H 5.892959 12.266396 0.884769 0.3 -1.2 -0.2 0.0786
H 7.481871 13.009760 1.051766 0.4 -0.3 0.3 0.0810
O 18.220054 3.739610 6.304678 0.2 -1.9 0.7 -0.2639
P 18.571203 4.962044 5.623797 0.8 4.9 -0.9 0.5880
N 17.449828 6.257142 5.977800 0.1 -0.3 -0.2 -0.2698
C 17.420599 6.661992 7.425741 0.6 0.6 -0.9 -0.1076
C 16.178950 6.532848 5.236920 1.2 -0.4 0.1 -0.1138
N 18.625513 4.836827 3.920181 -0.4 0.2 -0.8 -0.2543
C 17.666665 3.821891 3.374297 1.1 -0.4 0.5 -0.1211
C 18.786671 6.051642 2.996344 -1.0 -0.1 0.9 -0.0908
N 20.069542 5.739103 6.108300 -3.4 -1.0 -1.6 -0.3167
C 20.374844 7.096215 5.621711 -0.4 -1.2 0.1 -0.1035
C 20.782653 5.225434 7.213951 0.8 -0.1 0.7 -0.1459
H 17.419408 7.744111 7.556588 -0.4 0.1 -0.6 -0.0064
H 18.377059 6.447782 7.902618 0.0 -0.7 -0.1 0.0579
H 16.603940 6.295424 8.047666 -0.1 -0.5 -0.3 0.0696
H 16.119753 6.275534 4.179385 0.8 -1.1 0.0 0.0596
H 16.055929 7.599897 5.051511 -0.3 0.3 1.2 0.0753
H 15.373546 5.982960 5.723789 -0.4 0.6 0.1 0.0602
H 18.029506 3.546487 2.384052 -0.5 0.4 -0.2 0.0820
H 17.723709 2.880837 3.921349 0.4 0.2 0.4 0.0568
H 16.606804 4.063988 3.452976 -0.1 0.6 -0.5 0.0671
H 18.578761 5.962172 1.930102 -0.4 -1.4 0.1 0.0754
H 18.005145 6.743144 3.311201 0.4 0.6 0.0 0.0498
H 19.754655 6.545701 2.912736 0.2 -0.3 1.1 0.0678
H 21.218484 6.939551 4.949538 0.2 0.9 0.0 0.0822
H 19.509322 7.487716 5.087193 0.2 -0.1 -0.1 0.0552
H 20.548583 7.798761 6.436781 0.4 -0.1 0.1 0.0826
H 21.814880 5.545199 7.071207 0.3 -0.2 0.4 0.0905
H 20.754557 4.141141 7.321755 -0.1 0.0 -0.4 0.0842
H 20.407695 5.599135 8.166762 0.1 0.4 0.3 0.0453
O 7.388822 6.819299 11.831331 1.1 0.4 0.1 -0.3519
P 7.739617 5.749144 10.871312 -0.2 -2.5 -1.7 0.6023
N 7.240579 6.136469 9.306013 -0.9 -2.1 -1.1 -0.2626
C 7.139604 5.085314 8.189164 1.5 0.0 1.2 -0.0720
C 7.324044 7.521317 8.910155 0.3 1.0 0.4 -0.1308
N 6.857205 4.304145 11.149293 -0.3 2.1 -0.6 -0.2968
C 5.329649 4.345021 11.096856 1.1 -1.5 -0.4 -0.0759
C 7.430206 3.336581 12.066381 -1.2 -0.8 -0.5 -0.1264
N 9.420231 5.249973 10.809909 -1.6 0.1 0.9 -0.2833
C 10.387270 5.770657 11.754682 -0.5 1.4 -0.8 -0.1127
C 10.058857 4.438847 9.780591 -1.8 -0.8 -1.0 -0.1199
H 6.925946 4.091657 8.582964 -1.1 0.3 0.4 0.0571
H 8.112619 4.803558 7.786713 0.5 0.9 -0.3 0.0430
H 6.543915 5.344039 7.313774 -0.4 0.4 0.6 0.0807
H 7.051349 7.798451 7.891854 0.3 -0.9 -0.3 0.0738
H 8.345422 7.842807 9.113955 0.1 0.6 -0.4 0.0694
H 6.640584 8.159010 9.470803 0.0 -0.2 0.6 0.0737
H 4.945942 3.791873 10.239596 0.4 0.6 -1.0 0.0633
H 4.923643 3.602616 11.783944 0.3 0.6 1.1 0.0664
H 4.809227 5.300773 11.158569 0.6 0.1 0.2 0.0824
H 7.404964 2.382774 11.539394 0.3 -0.4 0.2 0.0789
H 8.458345 3.535022 12.369122 -0.3 0.3 0.1 0.0457
H 6.707423 3.242808 12.876866 0.6 -0.1 0.6 0.0760
H 10.717165 5.108422 12.555130 -0.1 -0.1 -0.1 0.0398
H 11.188097 6.067704 11.077527 0.7 0.2 0.8 0.0712
H 9.949328 6.691054 12.140921 0.4 0.0 0.4 0.0482
H 9.384348 3.627237 9.507760 -0.3 -0.2 -0.1 0.0709
H 10.961143 3.883372 10.036354 0.2 0.7 0.7 0.0596
H 10.187285 4.975911 8.840820 0.4 0.4 0.0 0.0688
O 21.481846 2.128393 11.699217 -1.7 0.6 0.5 -0.2874
P 20.322570 3.038906 11.955318 -1.2 1.6 2.4 0.6513
N 19.334406 2.789712 13.411576 0.8 -0.6 -0.6 -0.2854
C 19.339742 1.455083 14.000466 1.6 -0.3 0.5 -0.1377
C 18.326695 3.691944 14.007796 1.8 0.3 -0.8 -0.1215
N 19.083851 2.945847 10.839878 2.4 2.7 1.4 -0.3628
C 17.999816 3.862680 10.893334 0.2 0.3 0.0 -0.1138
C 19.145865 1.925754 9.907593 0.5 -1.7 -0.3 -0.1205
N 20.748728 4.726811 12.162138 -0.7 -2.0 0.9 -0.3034
C 21.376391 5.292306 13.424425 -0.9 -0.4 -1.9 -0.0539
C 20.918654 5.471183 10.958558 1.2 0.2 -0.5 -0.1615
H 19.431370 0.567962 13.373780 -1.1 0.2 -1.0 0.0685
H 18.560212 1.340611 14.753684 0.0 0.0 -0.2 0.0777
H 20.305254 1.270261 14.471351 0.2 0.4 0.9 0.0677
H 18.488259 4.636513 13.488402 -0.5 0.2 0.3 0.0381
H 18.571023 3.847888 15.058548 -0.1 0.0 0.2 0.0813
H 17.287072 3.374271 13.927998 0.0 -0.2 -0.3 0.0686
H 17.168692 3.310196 11.331615 -0.6 0.8 0.0 0.0630
H 18.351334 4.736149 11.442509 -0.6 -0.1 0.5 0.0518
H 17.800722 4.289467 9.910324 -0.4 -0.4 -0.3 0.0851
H 18.220023 1.935288 9.332420 0.5 -0.2 -0.5 0.0936
H 20.110597 2.029923 9.411079 -0.4 -0.5 -1.1 0.0823
H 19.217834 1.029207 10.523320 -0.2 -0.9 -0.8 0.0782
H 22.208589 4.673127 13.759349 -0.2 0.0 0.3 0.0817
H 21.753242 6.277081 13.148200 0.2 0.0 0.0 0.0725
H 20.582836 5.469364 14.150390 0.3 -0.4 0.3 0.0595
H 20.632979 4.908227 10.069987 -0.9 0.1 0.2 0.0541
H 21.967975 5.625562 10.707176 0.5 0.3 0.3 0.0861
H 20.474014 6.461371 11.058219 -0.4 0.1 -0.4 0.0661
O 9.737942 7.168311 6.430848 0.4 0.1 -0.7 -0.2661
P 10.757038 7.312234 5.368944 2.8 1.6 -1.3 0.5589
N 11.712054 5.996937 5.032833 -0.5 0.3 -1.7 -0.3129
C 12.078016 5.514744 3.681747 -0.9 0.3 1.0 -0.0751
C 12.382967 5.316165 6.097846 -0.4 0.5 -0.2 -0.1137
N 11.948490 8.527949 5.681147 -0.6 -1.2 0.4 -0.2670
C 13.371094 8.616804 5.337518 0.0 0.2 0.1 -0.1152
C 11.369277 9.759657 6.163482 0.7 0.8 0.2 -0.1374
N 10.260716 7.844213 3.848577 0.1 0.2 0.9 -0.3073
C 8.998783 7.409635 3.386181 -1.8 -1.1 -0.3 -0.1562
C 11.135988 8.547864 2.901356 -0.2 -0.5 0.9 -0.0869
H 12.111651 4.425268 3.685056 0.1 -0.1 0.1 0.0807
H 13.059925 5.896170 3.401621 0.1 0.1 -0.3 0.0762
H 11.290575 5.793050 2.981335 0.3 0.2 -0.1 0.0724
H 13.413868 5.159815 5.780197 0.1 -0.5 0.3 0.0603
H 11.784643 4.415594 6.235915 0.7 -0.4 0.9 0.0919
H 12.399487 6.022209 6.928111 -0.1 -0.6 0.5 0.0605
H 13.906663 9.276167 6.020529 -0.4 0.3 0.3 0.0548
H 14.023180 7.746546 5.411924 -1.0 -0.6 -0.2 0.0390
H 13.520375 9.077400 4.360964 0.1 -0.1 -0.4 0.0591
H 10.723917 10.306949 5.476407 -0.6 -0.5 -0.4 0.0690
H 10.872217 9.599567 7.120252 -0.1 0.2 -0.1 0.0700
H 12.189256 10.471119 6.261222 0.0 0.0 0.6 0.0557
H 8.797324 7.699886 2.355031 0.4 -0.3 -0.1 0.0844
H 8.899012 6.335653 3.543401 0.1 -0.5 -0.7 0.0777
H 8.086376 7.714110 3.898921 0.2 0.9 0.6 0.0666
H 10.847134 8.286059 1.883461 -0.1 0.1 0.0 0.0876
H 12.163050 8.208832 3.036610 0.0 0.2 -0.1 0.0531
H 11.063550 9.621259 3.076512 0.2 0.2 -0.3 0.0742
O 14.502989 -1.757423 6.867570 -0.9 -0.2 -0.2 -0.2996
P 13.974331 -0.799840 5.877135 0.3 1.2 -1.8 0.6311
N 14.548432 -1.195430 4.258999 -0.4 3.5 1.3 -0.3167
C 14.402041 -0.256035 3.158771 0.0 0.7 -0.2 -0.1630
C 14.489270 -2.496230 3.702929 0.3 -0.8 0.5 -0.1342
N 14.621132 0.790447 6.109590 -0.8 0.0 -0.3 -0.3147
C 16.080312 1.105609 6.018371 -1.5 -1.3 -0.5 -0.0944
C 14.005671 1.723766 7.092773 0.5 -1.0 -1.4 -0.0952
N 12.205095 -0.709848 5.764610 1.2 1.0 -0.8 -0.2914
C 11.411450 -0.844486 6.992519 0.3 -1.1 -0.4 -0.1497
C 11.434719 0.107219 4.712370 1.3 -0.4 2.3 -0.0641
H 14.557885 0.794818 3.402746 -0.3 -0.1 0.4 0.0729
H 13.442664 -0.398949 2.661494 -0.3 0.3 -0.1 0.0594
H 15.111270 -0.454874 2.355302 0.4 -0.2 0.2 0.0774
H 14.606398 -2.422618 2.621747 -0.2 -0.1 0.1 0.0751
H 13.502428 -2.888098 3.949282 0.3 -1.1 -0.1 0.0890
H 15.402228 -2.972454 4.060450 -0.6 -1.2 0.2 0.0920
H 16.536876 0.884768 6.983201 0.4 0.0 -0.1 0.0809
H 16.438477 0.461705 5.215123 0.6 0.0 0.2 0.0723
H 16.237411 2.146937 5.737187 -0.1 0.0 0.2 0.0506
H 14.627138 1.707465 7.988100 -0.5 0.0 0.4 0.0763
H 14.100572 2.711814 6.642399 -0.3 0.2 0.2 0.0621
H 12.959443 1.449719 7.228511 0.1 0.2 0.4 0.0635
H 10.869549 -1.788218 6.930697 0.0 -0.3 0.2 0.0770
H 12.094317 -0.904547 7.839970 -0.4 0.2 0.2 0.0727
H 10.596754 -0.125412 7.078018 0.5 0.7 0.2 0.0714
H 11.475203 1.150677 5.024856 0.5 0.4 -0.4 0.0614
H 10.385522 -0.092169 4.930376 0.0 -0.7 -0.9 0.0711
H 11.835270 -0.058915 3.712337 -0.6 0.0 0.2 0.0506
```
Positions in Å, forces in eV/Å.

HOMO level (Eh): -0.2836
E_tot (a.u.): -14176.31042
Kohn-Sham gap (eV): 7.73